1.
# C28H53AuO2PSe2Si2

A structure of composition C28H53AuO2PSe2Si2 (the ωB97M-V functional and the def2-TZVPD basis, the Open Molecules 2025 dataset).

Largest force on an atom ... 2.8 eV/A
<S²> ... 2.017
Charge ... +1
Total energy ... -7107.7244 Ha
2S+1 ... 3
HOMO energy (alpha / beta) ... -10.9 / -11.1 eV
Frontier orbital gap (alpha / beta) ... 5.394 / 4.915 eV

Last column: Löwdin spin population.
Geometry (Å):
O 3.3108 -0.1563 -2.8094  0.001
O 4.8318 -1.7899 -1.4671  0.002
C 2.2918 -0.1454 -3.8122  0.000
C 1.8797 1.2104 -4.3413  0.000
H 1.4104 -0.6809 -3.4235  0.000
H 2.7097 -0.7707 -4.6123  0.000
H 1.1330 1.6728 -3.6886  0.000
H 1.4064 1.0667 -5.3156  0.000
H 2.7311 1.8825 -4.4716  0.000
C 3.2588 0.8645 -1.7880  0.000
C 4.6102 1.5022 -1.6479  0.000
H 2.9497 0.3757 -0.8503  0.000
H 2.4982 1.6180 -2.0441  0.000
H 5.3599 0.7736 -1.3169  0.000
H 4.5648 2.3014 -0.9001  0.000
H 4.9337 1.9425 -2.5992  0.000
C 5.5580 -2.1693 -0.2850  0.000
C 5.5011 -2.0862 -2.7127  0.000
C 5.6109 -1.0165 0.6909  0.000
H 6.5854 -2.4820 -0.5372  0.000
H 5.0357 -3.0251 0.1644  0.000
H 6.2878 -0.2235 0.3475  0.000
H 6.0104 -1.3704 1.6462  0.000
H 4.6152 -0.5913 0.8715  0.000
C 6.4915 -1.0218 -3.1012  0.000
H 4.7069 -2.1628 -3.4653  0.000
H 5.9892 -3.0722 -2.6326  0.000
H 5.9669 -0.0765 -3.2828  0.000
H 6.9910 -1.3225 -4.0267  0.000
H 7.2630 -0.8884 -2.3359  0.000
H 3.0354 -1.5817 -1.5208  0.003
Au -0.2935 -1.1761 0.5053  0.405
C 2.0975 -2.1303 -1.0609  0.030
Si 2.1253 -3.9198 -1.7013  0.003
H 2.1735 -2.1035 0.0337  0.009
H 1.1957 -1.6075 -1.4097  0.007
C 2.1501 -3.8264 -3.5756  0.000
C 0.6723 -5.0106 -1.2081  0.002
C 3.5896 -4.8936 -1.0392  0.000
C -1.3496 -2.5977 -0.5501  0.263
Si -3.1727 -2.2992 -0.9332  0.029
H -1.2085 -3.5354 0.0167  0.033
H -0.8055 -2.7089 -1.5044  0.017
C -3.8813 -3.9336 -1.5486  0.019
C -3.3520 -0.9954 -2.2701  0.007
C -4.1427 -1.7814 0.5815  0.002
H 3.4033 -5.9692 -1.1820  0.000
H 3.7242 -4.7176 0.0357  0.000
H 4.5301 -4.6393 -1.5422  0.000
H 1.1236 -3.7647 -3.9629  0.000
H 2.6150 -4.7313 -3.9899  0.000
H 2.7000 -2.9567 -3.9535  0.000
H -0.2453 -4.7713 -1.7581  0.001
H 0.4633 -4.9176 -0.1339  0.000
H 0.9287 -6.0633 -1.4124  0.000
H -2.8220 -1.2849 -3.1892  0.000
H -2.9647 -0.0190 -1.9425  0.012
H -4.4216 -0.8916 -2.5092  0.001
H -4.1419 -0.6909 0.7154  0.000
H -3.7038 -2.2398 1.4780  0.000
H -5.1865 -2.1207 0.4942  0.000
H -4.9229 -4.0402 -1.2134  0.002
H -3.3057 -4.7806 -1.1513  0.000
H -3.8687 -3.9890 -2.6455  0.000
Se 0.9678 0.0261 2.2606  0.216
P 0.2327 2.1368 2.0105  0.084
Se -0.8532 1.1866 -0.3440  0.767
C -0.2075 2.7991 3.6519  0.025
C -0.3593 4.1987 3.7889  0.004
C -0.8518 4.7219 4.9843  0.000
C -1.1621 3.8700 6.0506  0.003
C -0.9665 2.4892 5.9261  0.002
C -0.4658 1.9563 4.7346  0.010
C -1.6671 1.9684 1.2968  0.039
C -2.1708 3.3232 1.0360  0.004
C -3.4523 3.6657 1.3788  0.004
C -4.2721 2.7774 2.0978  -0.013
C -3.7615 1.5294 2.4877  0.002
C -2.4827 1.1493 2.1612  -0.006
H -0.1173 4.8583 2.9535  0.001
H -0.9938 5.8003 5.0791  0.000
H -1.5491 4.2858 6.9826  0.000
H -1.2009 1.8259 6.7586  0.000
H -0.2918 0.8823 4.6363  0.003
H -1.5401 3.9994 0.4590  0.003
H -3.8429 4.6452 1.0975  0.000
H -5.2914 3.0600 2.3619  -0.001
H -4.4003 0.8549 3.0694  0.000
H -2.0676 0.1907 2.4798  0.000


2.
# C3H5BeO3

A structure of composition C3H5BeO3 (the ωB97M-V functional and the def2-TZVPD basis, the Open Molecules 2025 dataset).

Largest force on an atom ... 4.9 eV/A
<S²> ... 0.757
Charge ... +2
Energy relative to the best compared isomer or geometry (same formula, charge and spin) ... 318.2 kJ/mol
Total energy ... -356.8309 Ha
2S+1 ... 2
HOMO energy (alpha / beta) ... -21.2 / -21.1 eV
Frontier orbital gap (alpha / beta) ... 10.004 / 7.365 eV

Last column: Löwdin spin population.
Geometry (Å):
H -1.2772 -0.0919 1.3816  0.000
C -1.5253 -0.3115 0.3322  0.065
C -0.3148 -0.8304 -0.4812  0.149
O 0.9842 -0.4870 -0.0206  0.009
C 1.4162 0.7182 0.1204  0.008
O 2.6848 0.7008 0.3167  0.002
H -2.2820 -1.1058 0.3212  0.011
H -1.2238 -1.0584 -1.2675  0.029
H 3.0861 1.5779 0.2339  0.000
Be 0.0187 1.8852 -0.0794  0.018
O -1.3145 0.9309 -0.4672  0.645
H -0.2524 -1.9280 -0.3901  0.064


3.
# C33H64BrN3O9PS4

A cluster of 2 separate species, C33H64BrN3O9PS4 in total (the ωB97M-V functional and the def2-TZVPD basis, the Open Molecules 2025 dataset).

Largest force on an atom ... 4.2 eV/A
Charge ... +1
Total energy ... -6645.0850 Ha
2S+1 ... 1
HOMO energy ... -10.4 eV
Frontier orbital gap ... 8.400 eV

Last column: Löwdin charge in e.
Geometry (Å):
C 0.1543 -2.3504 5.0418  -0.167
C 0.1604 -2.5985 3.5292  -0.527
S -0.0147 -1.0142 2.6540  0.914
C 0.8464 -1.4204 1.0993  -0.448
C 0.1082 -1.0383 -0.1799  -0.564
O 0.0832 0.3972 -0.3209  -0.249
C 1.2868 1.0639 -0.4355  -1.086
S 1.5033 2.3720 0.8019  0.769
Br 1.4461 1.9205 -2.2026  0.668
P 1.0068 -1.8272 -1.6589  0.472
S 2.8987 -2.2517 -1.4469  0.201
C -1.3583 -1.5054 -0.3308  -0.292
C -1.5515 -2.9422 0.1614  -0.139
C -2.7559 -3.6373 -0.4667  -0.187
C -2.8894 -5.1214 -0.0731  -0.188
C -4.2914 -5.4240 0.4628  -0.204
C -5.3513 -5.3211 -0.6397  -0.162
C -6.7786 -5.2186 -0.1023  -0.178
O -7.6303 -4.5248 -1.0209  -0.011
C -7.4541 -3.1860 -1.2036  -0.542
C -7.1121 -2.3655 0.0165  0.011
O -7.6097 -2.7233 -2.2810  0.128
O -2.2721 -0.6985 0.4018  0.009
C -3.0435 0.3228 -0.1181  -0.393
C -4.1899 0.4997 0.8679  -0.060
C -4.9924 1.8108 0.7997  -0.180
C -5.4038 2.2929 2.2008  -0.216
S -6.6262 1.2272 2.9196  0.603
O -6.0336 0.3740 3.9176  -0.282
O -7.4063 0.6604 1.8579  -0.270
O -7.5120 2.3196 3.6706  -0.155
O -2.2338 1.5810 -0.1548  0.053
C -1.6828 1.9280 0.9564  -0.356
N -1.1554 2.2307 1.9040  0.171
N -3.3543 0.1707 -1.5268  0.011
C -3.4592 1.3683 -2.3734  0.000
C -4.0970 -0.9603 -1.9015  -0.440
C -4.0991 -1.3148 -3.3679  0.029
O -4.6471 -1.6474 -1.0792  0.031
H 0.5671 -3.2104 5.5755  0.074
H 0.7419 -1.4612 5.2946  0.062
H -0.8650 -2.1697 5.3971  0.074
H 1.0795 -3.0968 3.2101  0.077
H -0.6866 -3.2350 3.2540  0.063
H 1.0845 -2.4895 1.0978  0.075
H 1.8133 -0.9053 1.1189  0.057
H 2.1431 0.3898 -0.3925  -0.001
H 0.6291 1.8454 1.6761  -0.151
H 0.2277 -2.9455 -1.9702  -0.001
H 0.6940 -0.9369 -2.6925  -0.021
H -1.5865 -1.4601 -1.4048  0.136
H -1.7112 -2.8781 1.2458  0.115
H -0.6508 -3.5493 0.0125  0.113
H -3.6509 -3.1223 -0.0985  0.094
H -2.7208 -3.5273 -1.5563  0.113
H -2.6977 -5.7626 -0.9415  0.116
H -2.1529 -5.3755 0.7010  0.110
H -4.3173 -6.4144 0.9350  0.118
H -4.5275 -4.6880 1.2477  0.118
H -5.1552 -4.4385 -1.2640  0.109
H -5.2808 -6.1907 -1.3047  0.125
H -6.7901 -4.7442 0.8862  0.109
H -7.2324 -6.2080 0.0135  0.132
H -7.4876 -2.8021 0.9426  0.088
H -7.5353 -1.3680 -0.1212  0.092
H -6.0202 -2.2638 0.0899  0.059
H -4.8664 -0.3430 0.7056  0.118
H -3.7672 0.3558 1.8724  0.141
H -4.4307 2.6271 0.3399  0.112
H -5.9103 1.6318 0.2302  0.117
H -5.7916 3.3141 2.1636  0.113
H -4.5447 2.2843 2.8827  0.115
H -7.7389 1.9653 4.5498  0.107
H -2.4830 1.7239 -2.7178  0.097
H -3.9565 2.1781 -1.8380  0.091
H -4.0689 1.1211 -3.2436  0.092
H -3.4003 -0.7288 -3.9655  0.081
H -5.1103 -1.1751 -3.7657  0.106
H -3.8755 -2.3833 -3.4428  0.093
C 5.5187 0.0149 0.9594  -0.079
C 5.0979 0.7182 -0.3264  -0.260
C 6.2726 1.2699 -1.1433  -0.152
C 7.2305 2.2524 -0.4712  -0.078
N 6.9162 3.7567 -0.4802  -0.197
C 5.9836 4.2056 -1.5721  -0.094
C 4.5738 4.0116 -1.0381  -0.137
C 4.6931 4.0586 0.4980  -0.138
C 6.1891 4.1536 0.7933  -0.074
C 8.2318 4.5114 -0.5602  -0.122
C 8.8944 4.6139 -1.9298  -0.215
C 9.4818 3.3503 -2.5584  -0.092
H 5.9942 0.6928 1.6730  0.066
H 4.6490 -0.4109 1.4590  0.073
H 6.2151 -0.8004 0.7546  0.086
H 4.3707 1.4948 -0.0913  0.052
H 4.5679 0.0069 -0.9630  0.054
H 5.9169 1.6630 -2.0970  0.110
H 6.9023 0.4174 -1.4130  0.131
H 8.1994 2.1668 -0.9473  0.093
H 7.3834 1.9894 0.5731  0.122
H 6.1974 5.2591 -1.7467  0.138
H 6.2017 3.6552 -2.4822  0.131
H 4.1504 3.0694 -1.3773  0.058
H 3.9173 4.7929 -1.4158  0.126
H 4.2571 3.1747 0.9577  0.056
H 4.1697 4.9132 0.9207  0.123
H 6.5159 3.5023 1.5984  0.132
H 6.4889 5.1712 1.0299  0.129
H 8.8945 4.0380 0.1659  0.145
H 8.0143 5.5192 -0.2108  0.128
H 9.7031 5.3328 -1.7812  0.125
H 8.2151 5.0905 -2.6378  0.106
H 10.1270 2.8143 -1.8597  0.085
H 10.0902 3.6237 -3.4189  0.084
H 8.7160 2.6629 -2.9205  0.071